C11H13NO5Tl as an isolated structure at a distorted geometry. Source: the OMol25 dataset; level of theory: the ωB97M-V functional and the def2-TZVPD basis.

Computed properties:
HOMO-LUMO gap = 3.2 eV
total charge = +3
total energy = -27993.1174 eV
HOMO energy = -20.05 eV

```
31
Properties=species:S:1:pos:R:3:forces:R:3
C 4.520 -0.273 0.176 -0.488 -0.829 0.109
C 4.130 1.301 -0.148 0.993 0.431 -0.916
O 2.837 1.525 0.474 -1.121 -1.484 -2.133
C 1.764 1.304 -0.429 -0.089 2.585 -4.176
O 1.674 1.981 -1.491 0.190 -3.304 4.891
C 0.567 0.250 -0.188 -2.636 -0.296 2.385
C -0.616 0.732 0.688 0.925 -3.693 -2.124
C -1.825 -0.250 0.905 0.126 2.402 1.053
O -2.906 0.256 1.681 3.420 -2.774 -3.219
C -3.460 1.352 0.815 -1.116 1.669 -1.895
C -5.076 1.394 0.828 0.688 -0.772 -0.102
N -1.878 -1.605 0.325 3.601 2.634 -0.543
C -0.766 -2.073 -0.484 1.438 3.765 -0.160
C 0.508 -1.190 -0.802 -1.798 0.403 1.301
C 1.693 -1.752 -1.730 0.917 -1.723 -0.170
O 2.038 -1.205 -2.805 -0.989 -2.066 3.875
O 2.317 -2.906 -1.246 -2.616 4.917 -1.834
H 4.019 -0.886 -0.668 0.863 0.980 1.213
H 4.038 -0.548 1.176 1.046 0.391 -1.312
H 5.656 -0.406 0.160 -1.601 0.380 0.095
H 4.131 1.389 -1.288 -0.461 0.015 1.548
H 4.915 2.031 0.257 -1.328 -1.161 0.062
H -0.650 1.773 1.184 0.033 -1.949 -0.851
H -2.957 2.340 1.086 -0.801 -1.440 0.001
H -3.155 1.090 -0.267 -0.477 0.610 1.538
H -5.388 2.474 0.593 0.416 -1.690 0.436
H -5.493 1.022 1.835 0.669 0.831 -1.577
H -5.417 0.684 -0.020 0.294 1.299 1.526
H -2.739 -2.144 0.529 0.443 0.436 -0.172
H -0.856 -3.146 -0.946 1.545 4.882 -0.486
Tl -1.624 -4.513 -0.198 -2.088 -5.449 1.636
```
Positions in Å, forces in eV/Å.